ORCA calculation (ωB97M-V with the def2-TZVPD basis set) on an isolated molecule of CH5N3 at a distorted geometry.

Cartesian coordinates (Å):
N 0.201 0.814 -1.117
C -0.010 0.095 -0.070
N 0.698 -1.105 0.157
N -0.882 0.470 0.893
H 1.189 0.946 -1.310
H 1.006 -1.465 -0.740
H 0.120 -1.868 0.505
H -0.913 1.395 1.274
H -1.460 -0.173 1.412

**E_LUMO**: 0.84 eV
**Kohn-Sham gap**: 9.404 eV
**E_HOMO**: -8.56 eV

---

ORCA calculation (ωB97M-V with the def2-TZVPD basis set) on an isolated molecule of C20H20BrN3O4 at a distorted geometry.

Cartesian coordinates (Å):
C -1.227 1.181 2.662
O -0.804 1.302 1.374
C -1.733 1.241 0.243
C -3.068 0.653 0.230
C -3.849 0.710 -0.707
C -3.500 1.274 -1.925
C -2.113 1.530 -2.171
C -1.200 1.683 -1.106
C 0.022 2.214 -1.195
C 0.853 2.682 -2.206
C 2.282 2.852 -2.422
O 2.655 2.474 -3.471
N 2.753 3.437 -1.163
C 4.039 3.194 -0.831
C 3.655 1.768 -0.193
O 3.628 1.709 1.047
N 3.592 0.553 -0.976
N 2.584 -0.115 -0.856
C 2.015 -0.547 0.060
C 0.853 -1.112 0.211
C 0.303 -1.734 1.415
C -0.961 -2.231 1.457
Br -1.743 -2.944 2.965
C -1.559 -2.786 0.128
C -1.269 -2.163 -0.959
C -0.157 -1.407 -1.171
O 0.635 -1.050 -2.116
C -0.208 -0.894 -3.395
H -0.416 1.296 3.272
H -1.572 0.105 2.715
H -2.233 1.751 2.900
H -3.407 0.294 1.419
H -4.654 0.169 -0.586
H -4.185 1.069 -2.839
H -1.850 2.056 -3.122
H 0.750 2.402 -0.147
H 0.020 2.806 -3.147
H 2.110 3.598 -0.576
H 4.699 2.966 -1.732
H 4.622 3.887 -0.101
H 3.729 1.058 -1.842
H 2.322 -0.313 1.034
H 0.910 -1.660 2.387
H -2.784 -3.020 0.131
H -1.821 -2.253 -1.847
H -1.242 -0.499 -3.277
H -0.256 -2.147 -3.691
H 0.429 -0.578 -4.254

**E_LUMO**: -0.60 eV
**Kohn-Sham gap**: 6.598 eV
**E_HOMO**: -7.20 eV

---

ORCA calculation (ωB97M-V with the def2-TZVPD basis set) on C35H35ClN3OPTi as an isolated structure at a distorted geometry.

Cartesian coordinates (Å):
Ti -0.408 -0.017 0.234
C -3.216 0.956 1.286
C -3.357 2.162 0.388
C -4.814 2.395 -0.020
C -2.485 1.914 -0.824
C -2.352 3.087 -1.781
O -1.012 3.581 -1.603
C -0.305 2.763 -0.902
N -1.003 1.726 -0.424
C 1.101 3.071 -0.719
C 1.480 4.409 -0.873
C 2.817 4.800 -0.835
C 3.790 3.862 -0.556
C 3.448 2.515 -0.387
C 2.130 2.106 -0.472
P 1.826 0.356 -0.477
C 3.299 -0.563 -0.212
C 3.952 -1.044 -1.344
C 5.274 -1.440 -1.240
C 5.937 -1.319 -0.023
C 5.256 -0.864 1.105
C 3.945 -0.460 1.014
C 0.989 -0.182 -1.983
C 0.773 0.709 -3.071
C 0.423 0.233 -4.307
C 0.201 -1.136 -4.497
C 0.355 -2.019 -3.446
C 0.779 -1.571 -2.195
H -3.942 0.873 2.105
H -2.262 0.936 1.821
H -3.344 0.027 0.735
H -2.994 3.083 0.888
H -5.239 1.503 -0.480
H -4.972 3.219 -0.704
H -5.400 2.611 0.877
H -2.801 1.038 -1.379
H -3.034 3.914 -1.543
H -2.430 2.864 -2.844
H 0.732 5.182 -0.997
H 3.078 5.840 -0.938
H 4.830 4.140 -0.478
H 4.250 1.806 -0.228
H 3.464 -1.100 -2.297
H 5.764 -1.841 -2.113
H 6.967 -1.626 0.059
H 5.776 -0.801 2.057
H 3.429 -0.013 1.873
H 0.957 1.776 -2.951
H 0.302 0.921 -5.115
H -0.048 -1.488 -5.487
H 0.175 -3.069 -3.613
H 1.028 -2.287 -1.423
N 0.028 0.110 2.409
C -0.411 -1.010 3.345
C -1.688 -1.562 3.218
C -2.098 -2.580 4.096
C -1.240 -3.011 5.086
C 0.029 -2.444 5.198
C 0.449 -1.426 4.357
H 1.015 0.252 2.561
H -0.422 0.970 2.709
H -2.388 -1.239 2.467
H -3.083 -2.989 3.999
H -1.561 -3.762 5.792
H 0.712 -2.821 5.954
H 1.399 -0.932 4.516
Cl -4.477 -3.181 -2.291
C -3.189 -3.110 -1.200
C -2.584 -4.246 -0.678
C -1.467 -4.128 0.130
C -0.941 -2.860 0.378
N -1.494 -1.746 -0.152
C -2.627 -1.887 -0.890
H -2.955 -5.224 -0.949
H -0.980 -4.974 0.579
H -0.053 -2.740 1.016
H -3.083 -0.995 -1.308

**E_LUMO**: -13.89 eV
**Kohn-Sham gap**: 5.579 eV
**E_HOMO**: -19.47 eV
**Net charge**: +4

---

ORCA calculation (ωB97M-V with the def2-TZVPD basis set) on C5H8N2O as an isolated structure at a distorted geometry.

Cartesian coordinates (Å):
C 0.486 0.519 -0.071
C 0.697 1.308 -1.310
C 0.367 1.187 1.244
C 0.041 -0.833 -0.211
O -0.126 -2.849 0.847
N -0.550 -1.520 0.928
C -1.426 -0.888 -0.597
N -2.442 -0.783 -1.157
H -0.777 -3.328 1.379
H 0.577 -1.469 -0.925
H 1.422 2.108 -1.143
H 1.029 0.688 -2.145
H -0.243 1.789 -1.624
H -0.656 1.543 1.430
H 0.576 0.474 2.050
H 1.027 2.054 1.304

**E_LUMO (alpha / beta)**: 0.01 / -0.32 eV
**Kohn-Sham gap (alpha / beta)**: 8.648 / 7.674 eV
**E_HOMO (alpha / beta)**: -8.64 / -8.00 eV

---

ORCA calculation (ωB97M-V with the def2-TZVPD basis set) on an isolated molecule of C7H12O2 at a distorted geometry.

Cartesian coordinates (Å):
C 1.119 0.923 -0.126
C -1.528 -0.717 0.209
C 0.888 -0.375 -0.841
C 2.330 1.339 0.617
C -0.957 -1.822 1.079
C -0.708 1.251 -1.294
C -0.598 -0.209 -1.174
O 0.253 1.810 -0.557
O -1.890 0.346 1.051
H -2.060 1.127 0.509
H -2.437 -1.091 -0.302
H -1.576 1.851 -1.497
H 1.505 -0.438 -1.756
H 1.136 -1.245 -0.240
H -0.948 -0.795 -2.020
H 2.299 2.407 0.822
H 2.401 0.808 1.570
H 3.240 1.116 0.053
H -0.193 -1.419 1.739
H -1.751 -2.255 1.690
H -0.528 -2.615 0.468

**E_LUMO (alpha / beta)**: 0.82 / 0.87 eV
**Kohn-Sham gap (alpha / beta)**: 7.481 / 7.820 eV
**E_HOMO (alpha / beta)**: -6.66 / -6.95 eV